No. 1
The molecule C3H9O2P. Source: the Open Molecules 2025 dataset; level of theory: ωB97M-V with the def2-TZVPD basis set.

Computed properties:
- energy (Eh) = -611.42072
- energy above the lowest of the compared OMol25 structures with the same formula, charge and spin (eV) = 3.415
- E_HOMO (eV) = -7.62
- HOMO-LUMO gap (eV) = 8.06

```
15
Properties=species:S:1:pos:R:3:forces:R:3
C 1.7147 0.4862 -0.5465 -0.55 -0.12 0.26
C -1.1066 1.2686 0.1278 0.50 -0.30 0.09
C -0.5135 -1.5346 -0.5383 0.32 0.44 0.16
O 0.4414 -0.3114 1.7393 0.96 0.27 -0.52
O -0.7329 -0.6738 2.6032 -0.18 0.13 -0.89
P 0.1616 -0.0298 0.2320 -1.07 -0.37 1.12
H 2.4729 -0.2791 -0.4037 0.00 -0.07 0.02
H 1.5307 0.6314 -1.6100 0.04 0.02 -0.06
H -1.8569 0.9617 0.8623 0.04 -0.04 -0.05
H -0.6732 2.2151 0.4583 -0.02 -0.08 -0.06
H -1.5437 1.3718 -0.8610 -0.01 -0.01 -0.08
H 0.2898 -2.2593 -0.6825 -0.05 0.05 0.00
H -1.2165 -1.9279 0.2008 0.03 0.07 -0.01
H -1.0190 -1.3390 -1.4829 0.03 0.03 0.01
H 2.0513 1.4201 -0.0988 -0.04 -0.02 0.01
```
Forces are in eV/Å.


No. 2
A cluster of 9 separate species, C54H92F10N3O15S in total. Source: the Open Molecules 2025 dataset; level of theory: ωB97M-V with the def2-TZVPD basis set.

Computed properties:
- energy (Eh) = -4801.03997
- net charge = +1
- E_HOMO (eV) = -10.66
- HOMO-LUMO gap (eV) = 5.78

```
175
Properties=species:S:1:pos:R:3:forces:R:3
C 3.3023 1.8358 1.4214 0.52 0.59 0.60
C 4.7667 1.7758 0.6420 -1.19 0.17 -1.20
C 4.9685 0.3578 -0.2214 0.23 1.54 0.57
C 3.9837 0.4857 -1.5256 -0.43 0.93 1.71
N 3.9958 -0.7028 -2.4608 -3.08 0.10 -0.31
C 2.5521 -0.9986 -2.8088 -1.57 0.67 -1.79
C 1.6306 0.1011 -3.6208 -2.51 -2.71 0.53
C 2.1220 1.5699 -4.1551 0.59 0.24 0.40
C 3.5580 1.5826 -4.9455 1.10 0.79 -1.74
C 3.5745 0.6274 -6.3145 1.17 -1.22 -0.09
F 3.5851 1.3157 -7.6596 -1.66 -1.92 4.02
C 3.5595 -0.8603 -6.3080 -0.62 1.49 -0.20
F 2.2610 -1.5525 -6.5480 4.86 1.24 -0.39
F 4.7789 -1.6644 -6.0382 -4.80 2.12 0.29
C 0.0545 -0.3076 -3.9001 1.88 -2.87 2.02
C -1.0447 0.6954 -4.6617 2.19 1.22 -6.23
O -0.9323 1.0642 -5.9489 -1.12 -2.67 9.59
O -2.1587 1.1690 -3.7909 2.65 1.13 -0.25
S -1.9123 2.7788 -3.2863 -1.43 7.51 -7.13
O -3.1523 3.5987 -3.7837 4.10 -4.31 3.06
O -0.6647 3.4717 -3.8904 -3.47 -3.95 2.92
C -1.8173 3.0094 -1.4237 2.65 1.47 3.20
F -2.2765 4.3744 -1.0666 1.36 -5.14 -1.42
F -0.3470 2.9665 -1.0788 -4.70 0.00 -1.10
C -2.5155 1.7977 -0.5675 1.16 -0.87 2.65
F -1.8250 0.5121 -0.8827 -2.37 4.16 0.75
F -2.2724 2.0397 0.8944 -0.76 -0.63 -4.96
C -4.1439 1.6704 -0.7547 -4.10 -1.17 0.32
F -4.5566 0.7882 -1.8823 1.86 3.19 3.86
F -4.6889 1.0124 0.4907 1.97 2.36 -4.40
F -4.8511 2.9591 -0.9379 2.98 -4.62 0.75
C -0.4759 -1.7859 -3.3993 3.10 1.56 0.40
C -2.0496 -2.1538 -3.7341 -0.35 -1.21 -0.08
O -3.0108 -1.6360 -2.7329 1.57 3.25 -5.93
O -3.1189 -2.4370 -1.7099 -0.31 -2.08 5.72
C 0.5667 -2.8125 -2.5890 -0.62 3.43 -1.51
C -0.0599 -4.2576 -2.1289 -0.13 -0.97 0.37
O 0.3474 -4.6894 -0.7634 -1.12 1.19 -1.86
C -0.7766 -4.5266 0.1756 -0.34 0.30 0.05
N 2.0253 -2.3759 -2.3532 -3.08 3.23 -2.06
N 2.8883 -3.2507 -1.7114 0.58 -0.55 -0.67
C 3.7432 -4.0485 -2.6709 0.13 -2.21 -0.19
C 4.2950 -5.3662 -1.8021 0.08 0.08 0.75
H 3.1714 2.9434 1.8457 0.34 -2.52 -0.74
H 2.3851 1.6554 0.7172 1.82 0.19 1.14
H 3.2510 1.0610 2.3196 0.09 1.65 -1.91
H 4.7098 2.6314 -0.1885 0.38 -1.59 1.89
H 5.6657 2.0074 1.3558 -1.86 -0.62 -1.36
H 6.1152 0.3531 -0.5330 -2.52 -0.40 0.52
H 4.7000 -0.5024 0.5249 0.63 1.36 -1.78
H 2.8668 0.5699 -1.1125 2.48 -0.07 -0.82
H 4.2140 1.4984 -2.0686 -0.33 -1.91 0.90
H 4.5978 -0.5593 -3.3006 -0.94 -0.29 0.81
H 1.3447 2.1184 -4.8643 1.35 -1.72 1.60
H 2.2501 2.3016 -3.2215 -0.27 -1.70 -1.91
H 3.6959 2.6933 -5.3612 -0.28 -2.45 0.94
H 4.5006 1.3982 -4.2542 -2.03 0.11 -1.46
H -2.2537 -3.3269 -3.8005 0.80 2.53 0.16
H -2.4177 -1.7291 -4.7861 1.01 -0.59 2.47
H -3.2059 -1.8027 -0.9134 0.31 -1.40 -1.70
H 0.2461 -5.0489 -2.9664 -0.24 1.60 1.98
H -1.2526 -4.2834 -2.1169 2.67 0.80 -0.38
H -0.3250 -4.5008 1.2571 -1.02 -0.36 -2.22
H -1.5246 -5.4049 -0.0250 1.31 1.69 0.83
H -1.3019 -3.5015 -0.0307 0.84 -1.85 0.48
H 3.4402 -2.7965 -0.9511 -0.67 -0.17 -1.10
H 4.6169 -3.4500 -3.1703 -1.70 -0.96 1.04
H 3.0529 -4.5240 -3.5199 1.37 1.47 1.84
H 3.8583 -6.3833 -2.2180 1.07 2.26 0.70
H 5.4677 -5.3883 -1.7606 -2.35 -0.07 -0.31
H 3.9359 -5.3123 -0.6649 0.65 0.08 -2.55
C -3.1533 3.4288 -7.5477 0.58 -0.20 0.03
C -3.9636 4.6009 -7.0576 -0.34 0.18 0.52
C -4.4400 5.2207 -8.3532 -0.05 0.28 -0.36
O -4.5668 4.1536 -9.3031 0.19 -0.12 0.35
C -3.9428 2.9824 -8.7588 -0.28 -0.11 -0.31
H -3.0303 2.6376 -6.8038 0.00 0.07 -0.09
H -2.1573 3.7688 -7.8554 -0.07 -0.10 0.05
H -4.8219 4.2417 -6.4775 0.09 0.08 -0.01
H -3.3971 5.2974 -6.4343 -0.09 -0.07 -0.07
H -3.7066 5.9327 -8.7464 -0.03 0.07 0.07
H -5.4003 5.7330 -8.2446 0.07 -0.09 -0.13
H -4.7362 2.2810 -8.4785 0.03 -0.12 0.03
H -3.3141 2.5121 -9.5199 -0.13 0.08 -0.03
C 1.9871 6.3700 4.7945 0.06 0.58 0.23
C 0.9916 5.6092 3.9573 -0.49 -0.45 0.01
C 1.7946 5.3009 2.7124 0.17 0.14 -0.34
O 3.1645 5.1810 3.1198 -0.25 0.06 0.09
C 3.2836 5.6627 4.4656 0.36 -0.25 0.09
H 1.7579 6.3647 5.8631 0.03 -0.02 -0.13
H 2.0345 7.4127 4.4585 0.02 -0.09 0.09
H 0.7163 4.6770 4.4646 -0.06 0.16 -0.06
H 0.0759 6.1675 3.7470 0.10 -0.11 0.05
H 1.7323 6.1186 1.9865 -0.09 -0.02 -0.06
H 1.4733 4.3761 2.2246 0.10 0.03 0.00
H 3.4392 4.7964 5.1178 0.03 0.05 0.09
H 4.1531 6.3208 4.5461 -0.03 -0.13 -0.11
C 6.8579 -2.4863 4.2301 0.52 -0.41 0.04
C 6.4218 -1.1501 4.7734 -0.35 0.25 0.50
C 6.3684 -0.3013 3.5219 0.12 0.38 -0.24
O 6.0312 -1.1784 2.4383 0.05 -0.12 0.25
C 6.1463 -2.5330 2.8957 -0.29 -0.16 -0.29
H 6.6036 -3.3286 4.8785 0.03 0.08 -0.11
H 7.9434 -2.4876 4.0751 -0.13 -0.06 0.03
H 5.4195 -1.2364 5.2094 0.10 0.06 -0.01
H 7.0925 -0.7450 5.5354 -0.09 -0.02 -0.12
H 7.3448 0.1428 3.3008 -0.01 0.06 0.07
H 5.6278 0.5006 3.5906 0.02 -0.08 -0.11
H 5.1336 -2.9373 3.0003 0.01 -0.12 0.02
H 6.6848 -3.1284 2.1533 -0.07 0.12 -0.02
C -5.0370 -5.2313 3.5478 -0.09 0.31 0.58
C -5.4869 -5.1281 2.1133 -0.48 -0.23 -0.40
C -4.1972 -4.7836 1.4008 0.30 0.12 -0.20
O -3.1339 -5.3896 2.1487 -0.25 0.13 0.00
C -3.6596 -5.8408 3.4046 0.28 -0.39 0.11
H -5.7038 -5.8276 4.1757 0.12 0.07 -0.07
H -4.9585 -4.2289 3.9852 -0.02 -0.13 0.01
H -5.8551 -6.1018 1.7693 0.02 0.15 -0.01
H -6.2746 -4.3879 1.9515 0.11 -0.09 -0.01
H -4.0249 -3.7021 1.3914 -0.07 0.10 -0.06
H -4.1771 -5.1490 0.3701 0.10 0.02 0.08
H -3.7114 -6.9345 3.3713 -0.01 0.03 0.10
H -2.9846 -5.5479 4.2135 0.03 -0.02 -0.15
C 0.2569 1.4009 6.2208 0.10 0.63 0.23
C -0.7386 0.6401 5.3836 -0.53 -0.38 0.08
C 0.0644 0.3318 4.1387 0.21 0.03 -0.37
O 1.4343 0.2119 4.5462 -0.27 0.09 0.09
C 1.5534 0.6936 5.8919 0.35 -0.27 0.11
H 0.0276 1.3956 7.2894 0.06 0.01 -0.13
H 0.3043 2.4436 5.8849 -0.02 -0.07 0.10
H -1.0140 -0.2921 5.8909 -0.02 0.09 -0.08
H -1.6543 1.1984 5.1733 0.10 -0.06 0.00
H 0.0020 1.1495 3.4129 -0.10 0.01 -0.06
H -0.2569 -0.5930 3.6509 0.13 0.03 0.00
H 1.7090 -0.1727 6.5441 0.04 0.06 0.08
H 2.4229 1.3517 5.9725 -0.03 -0.11 -0.11
C -6.4449 0.1779 -6.3553 0.14 0.59 0.20
C -6.5200 -0.6318 -7.6240 -0.42 -0.15 -0.47
C -5.4923 -1.7132 -7.3710 0.32 -0.25 -0.10
O -5.4680 -1.9411 -5.9551 0.01 0.24 -0.06
C -6.2026 -0.8905 -5.3118 -0.15 -0.27 0.34
H -7.3419 0.7705 -6.1584 0.13 -0.07 0.00
H -5.5864 0.8586 -6.3997 -0.09 0.00 0.03
H -7.5166 -1.0786 -7.7203 0.12 0.05 -0.05
H -6.3161 -0.0526 -8.5282 -0.01 -0.09 0.10
H -4.4912 -1.3891 -7.6746 0.00 0.01 -0.13
H -5.7293 -2.6464 -7.8900 0.08 0.04 0.15
H -7.1464 -1.3149 -4.9522 0.00 0.09 0.06
H -5.6378 -0.5181 -4.4528 0.03 -0.13 -0.03
C -2.4395 6.5594 7.9034 0.09 0.61 0.26
C -3.4350 5.7985 7.0663 -0.53 -0.38 0.07
C -2.6320 5.4903 5.8213 0.16 0.02 -0.41
O -1.2621 5.3703 6.2288 -0.24 0.08 0.17
C -1.1430 5.8521 7.5745 0.34 -0.28 0.09
H -2.6687 6.5541 8.9720 0.06 0.00 -0.13
H -2.3921 7.6021 7.5675 0.01 -0.10 0.09
H -3.7104 4.8664 7.5735 -0.02 0.10 -0.08
H -4.3507 6.3568 6.8560 0.11 -0.08 0.00
H -2.6944 6.3080 5.0955 -0.10 -0.02 -0.04
H -2.9533 4.5655 5.3335 0.13 0.05 0.01
H -0.9874 4.9858 8.2268 0.03 0.07 0.08
H -0.2735 6.5102 7.6551 -0.02 -0.11 -0.10
C 1.9843 -5.1257 4.6391 0.08 0.61 0.26
C 0.9888 -5.8865 3.8019 -0.50 -0.39 0.09
C 1.7918 -6.1947 2.5570 0.20 -0.05 -0.37
O 3.1617 -6.3147 2.9645 -0.28 0.18 0.14
C 3.2808 -5.8330 4.3102 0.34 -0.32 0.06
H 1.7550 -5.1310 5.7077 0.06 0.01 -0.12
H 2.0317 -4.0830 4.3031 0.01 -0.06 0.09
H 0.7134 -6.8187 4.3092 -0.03 0.11 -0.09
H 0.0731 -5.3282 3.5916 0.06 -0.08 0.00
H 1.7294 -5.3770 1.8311 -0.08 0.00 -0.08
H 1.4704 -7.1196 2.0692 0.14 0.08 0.00
H 3.4363 -6.6993 4.9624 0.04 0.08 0.07
H 4.1503 -5.1748 4.3907 -0.01 -0.10 -0.10
```
Forces are in eV/Å.


No. 3
The molecule C17H24ClN3O2. Source: the Open Molecules 2025 dataset; level of theory: ωB97M-V with the def2-TZVPD basis set.

Computed properties:
- energy (Eh) = -1437.15216
- energy above the lowest of the compared OMol25 structures with the same formula, charge and spin (eV) = 0.680
- E_HOMO (eV) = -8.20
- HOMO-LUMO gap (eV) = 8.68

```
47
Properties=species:S:1:pos:R:3:forces:R:3
C -4.7356 -3.6782 -0.2470 0.19 0.13 0.10
H -4.6575 -4.2820 0.6535 -0.07 -0.11 0.06
C -3.6817 -2.5786 -0.2462 -0.21 -0.02 -0.22
C -3.7679 -1.7143 -1.5024 0.33 0.07 0.32
H -4.7629 -1.2661 -1.5713 -0.08 -0.02 -0.08
C -2.7129 -0.6091 -1.5173 -0.03 -0.19 -0.34
N -2.9058 0.3318 -0.4363 -0.23 -0.03 -0.16
C -2.0032 0.5389 0.5405 -0.54 0.31 0.30
O -0.9166 -0.0166 0.5609 0.43 -0.24 0.07
C -2.4307 1.5487 1.5869 0.06 0.10 -0.03
C -2.1989 2.9962 1.1266 0.18 -0.01 0.16
C -0.7267 3.2845 0.8141 -0.21 0.05 -0.06
C -0.3535 2.9848 -0.6455 0.25 0.06 0.11
C 1.1370 2.7013 -0.7649 -0.24 0.08 -0.20
O 1.9421 3.4764 -1.2170 0.12 0.22 -0.06
N 1.4500 1.4598 -0.2783 -0.67 -0.71 0.34
N 2.7108 1.0155 -0.2488 0.85 0.04 -0.10
C 2.9473 -0.1475 0.2092 -0.99 0.24 0.02
C 4.2966 -0.6697 0.2633 0.79 -0.28 0.02
C 4.5359 -1.9469 0.7714 -0.17 0.27 -0.09
C 5.8233 -2.4469 0.8250 0.14 -0.01 -0.01
C 6.8910 -1.6884 0.3760 -0.02 0.00 0.00
C 6.6495 -0.4179 -0.1290 -0.21 -0.13 0.08
C 5.3713 0.0985 -0.1908 -0.05 -0.12 0.06
H 5.1779 1.0841 -0.5819 0.05 0.12 -0.06
Cl 7.9807 0.5330 -0.6913 0.16 0.12 -0.07
H 7.8980 -2.0724 0.4153 0.10 -0.01 -0.01
H 6.0026 -3.4359 1.2197 0.02 -0.08 0.03
H 3.7081 -2.5446 1.1241 -0.10 -0.05 0.03
H 2.1418 -0.7937 0.5793 0.01 0.05 -0.02
H 0.6999 0.8490 0.0717 0.20 0.28 -0.14
H -0.9034 2.1177 -1.0112 -0.04 0.00 -0.06
H -0.5941 3.8401 -1.2771 0.06 -0.09 -0.03
H -0.1044 2.6877 1.4838 0.03 0.04 0.05
H -0.5056 4.3329 1.0175 0.06 -0.03 0.03
H -2.8108 3.2132 0.2484 -0.08 0.07 0.00
H -2.5322 3.6537 1.9319 -0.08 -0.01 -0.05
H -1.8429 1.3645 2.4874 -0.05 -0.06 -0.06
H -3.4867 1.4067 1.8258 -0.01 -0.04 0.03
H -3.8012 0.7920 -0.3864 0.10 0.04 0.13
H -2.7472 -0.0725 -2.4724 0.10 -0.07 0.08
H -1.7153 -1.0344 -1.3863 -0.09 0.08 -0.09
H -3.6239 -2.3393 -2.3852 -0.06 0.00 -0.08
H -3.8125 -1.9507 0.6381 0.08 0.00 0.03
H -2.6873 -3.0248 -0.1871 0.07 0.04 0.05
H -4.6068 -4.3291 -1.1089 -0.04 -0.11 -0.08
H -5.7356 -3.2514 -0.2879 -0.13 -0.01 -0.01
```
Forces are in eV/Å.


No. 4
A cluster of 2 separate species, C5H10N2O3 in total. Source: the Open Molecules 2025 dataset; level of theory: ωB97M-V with the def2-TZVPD basis set.

Computed properties:
- energy (Eh) = -531.65032
- energy above the lowest of the compared OMol25 structures with the same formula, charge and spin (eV) = 4.209
- E_HOMO (spin up / spin down) (eV) = -8.81 / -8.81
- HOMO-LUMO gap (spin up / spin down) (eV) = 8.40 / 8.40

```
20
Properties=species:S:1:pos:R:3:forces:R:3
C 0.0868 1.1723 0.1388 0.48 -0.36 0.60
C -0.9143 2.0959 0.7466 -0.26 -0.07 -0.19
C 1.6971 -2.1405 0.3916 0.01 0.01 0.04
N 0.4085 -0.0190 0.6986 -0.85 0.42 -0.64
C -1.3374 0.1183 -1.2850 -0.33 -0.50 0.35
C 1.6546 -0.6499 0.2696 0.23 0.03 -0.33
N -0.5756 -0.8673 1.0714 0.44 -0.09 0.46
O -0.4989 -0.5259 -2.1514 -0.02 0.18 -0.08
O -2.2594 0.8010 -1.6504 0.30 -0.01 -0.08
O 2.5441 0.0390 -0.1491 -0.36 -0.15 0.22
H -0.7560 -0.2883 -3.0589 -0.05 -0.01 0.12
H 0.8967 1.6207 -0.4228 0.07 -0.02 0.02
H -1.2870 -0.5594 -0.1791 0.19 0.56 -0.32
H -1.2319 -0.3515 1.6557 0.00 0.04 -0.15
H -0.4332 2.7031 1.5201 0.03 -0.08 -0.01
H -1.3022 2.7704 -0.0164 0.08 -0.03 -0.01
H -1.7783 1.5893 1.1751 0.07 -0.04 0.00
H 1.4623 -2.4541 1.4075 0.01 0.02 -0.04
H 0.9367 -2.5783 -0.2568 0.01 0.04 0.03
H 2.6875 -2.4759 0.0947 -0.03 0.05 0.01
```
Forces are in eV/Å.


No. 5
A cluster of 2 separate species, C2H8N2O2 in total. Source: the Open Molecules 2025 dataset; level of theory: ωB97M-V with the def2-TZVPD basis set.

Computed properties:
- energy (Eh) = -340.99513
- energy above the lowest of the compared OMol25 structures with the same formula, charge and spin (eV) = 0.960
- E_HOMO (eV) = -9.28
- HOMO-LUMO gap (eV) = 9.98

```
14
Properties=species:S:1:pos:R:3:forces:R:3
C 1.0173 2.3923 0.3837 0.07 -0.61 -0.15
N 1.0761 0.9637 -0.0099 0.42 0.29 -0.28
C 1.0229 -0.0627 0.8979 0.55 1.48 0.57
N 1.0222 -1.3450 0.3730 0.90 -0.01 2.40
O 1.1055 0.2335 2.0940 -0.11 -1.24 -0.87
H -0.0028 2.4649 0.7741 0.16 1.10 -0.08
H 1.2453 3.0536 -0.5324 -0.54 -1.11 1.56
H 1.7226 2.6051 1.2268 -0.51 -0.26 -0.93
H 0.8673 0.7735 -0.9606 0.01 -0.23 -0.64
H 0.6677 -1.6877 -0.4635 -0.71 0.18 -1.68
H 1.2891 -2.0832 1.0110 -0.27 0.42 0.11
H -3.6631 -3.2632 -1.7706 -1.10 -0.37 -1.06
H -3.9029 -1.6197 -1.6196 -1.04 -0.03 -0.92
O -3.4671 -2.4249 -1.4038 2.16 0.40 1.98
```
Forces are in eV/Å.


Among the records above, which one has the highest energy? C2H8N2O2